Record 1
{"formula": "C28H41Cl3CsN6O6", "method": "ωB97M-V with the def2-TZVPD basis set", "symbols": ["H", "H", "N", "H", "H", "H", "H", "H", "H", "H", "O", "Cl", "O", "C", "O", "C", "C", "H", "H", "C", "H", "H", "C", "H", "H", "H", "C", "C", "H", "C", "H", "H", "C", "C", "C", "C", "H", "H", "C", "N", "H", "N", "H", "H", "C", "C", "C", "H", "O", "O", "H", "N", "H", "Cl", "C", "H", "H", "C", "O", "N", "Cs", "H", "C", "H", "N", "H", "C", "H", "C", "Cl", "C", "C", "H", "H", "C", "H", "C", "C", "C", "H", "H", "H", "H", "H", "C"], "xyz": [[3.949, 2.698, -1.569], [2.750, -2.441, 2.604], [1.358, 0.831, 0.611], [-2.416, 3.684, -5.428], [1.550, -4.619, 6.582], [0.968, 2.075, -7.035], [-3.705, 4.074, -4.258], [-0.003, -4.057, 5.965], [4.968, 1.523, -2.401], [-0.389, 2.664, 5.464], [-0.482, 3.874, -3.755], [-1.023, 4.677, 3.564], [-2.075, 4.632, -2.383], [1.929, 2.251, -5.127], [-2.533, 0.672, -1.016], [-1.679, 4.119, -3.453], [-1.118, 0.156, 3.283], [0.584, -1.122, 0.185], [3.584, -4.364, 5.442], [-1.079, 2.935, 3.456], [-4.582, 1.417, -3.096], [-0.679, -2.022, 5.126], [1.122, -0.444, 0.837], [2.049, -4.718, 2.877], [-2.323, 0.450, -7.080], [-3.560, 2.578, -2.251], [-0.705, 2.176, 4.550], [-0.383, -2.239, 4.098], [-1.833, 0.484, 1.268], [2.042, 1.215, 1.715], [-2.196, -4.529, -1.061], [3.742, 3.391, -4.616], [-1.491, 2.332, 2.280], [3.009, 1.766, -3.256], [-2.750, 3.547, -4.399], [-3.538, 1.721, -2.925], [-0.418, 0.203, 5.313], [1.817, -5.678, 4.336], [1.166, -2.229, 4.071], [1.972, 0.942, -3.308], [3.444, -2.608, 5.638], [2.254, 0.255, 2.590], [-1.425, 1.821, -6.411], [0.430, -4.913, 3.561], [-0.731, 0.790, 4.458], [-2.199, -4.021, -0.106], [3.233, -3.442, 4.972], [2.084, 3.443, -6.883], [-1.160, 0.027, -5.440], [1.650, -1.173, 4.891], [-2.239, -1.636, 3.267], [1.643, -0.808, 2.019], [2.393, 2.223, 1.879], [-0.818, -4.661, 0.827], [1.339, 2.847, -6.358], [1.131, -2.901, 6.691], [-3.884, 1.924, -6.006], [3.944, 1.736, -2.088], [-2.417, -0.399, -2.968], [-2.870, 2.111, -4.161], [-0.451, 2.298, -1.608], [-3.095, -4.248, 0.457], [-3.222, 1.343, -5.344], [-0.710, -3.260, 3.886], [1.338, 1.245, -4.459], [3.814, -3.306, 4.058], [-2.789, 0.555, -2.242], [-0.959, -1.616, 2.105], [-1.510, 0.946, 2.200], [-2.131, -2.299, -0.402], [1.484, -4.778, 3.812], [-1.999, 0.925, -6.146], [-1.620, -0.234, -4.599], [0.506, 3.493, -6.067], [-1.189, -1.350, 3.139], [0.461, 0.776, -4.713], [3.036, 2.608, -4.388], [1.724, -3.557, 4.708], [1.709, -2.127, 2.628], [-3.762, 0.445, -5.043], [3.624, 0.969, -1.384], [-1.794, 2.939, 1.433], [1.137, -2.787, 1.986], [1.940, -0.428, 4.335], [1.051, -3.793, 6.067]], "lowdin_charge": [0.073, 0.124, 0.048, 0.112, 0.083, 0.075, 0.119, 0.081, 0.068, 0.101, -0.253, 0.645, -0.130, -0.317, -0.293, -0.845, -0.210, 0.126, 0.084, -0.669, 0.124, 0.116, -0.141, 0.083, 0.110, 0.108, -0.107, -0.111, 0.093, -0.190, 0.023, 0.101, -0.096, -0.389, -0.115, -0.121, 0.105, 0.088, -0.421, 0.025, 0.085, 0.105, 0.097, 0.055, -0.038, -0.994, -0.048, 0.074, -0.107, -0.027, 0.128, -0.094, 0.117, 0.516, -0.024, 0.091, 0.119, -0.047, -0.077, -0.158, 1.346, 0.021, -0.184, 0.100, 0.030, 0.076, -0.790, 0.055, -0.032, 0.649, -0.056, -0.237, 0.060, 0.067, -0.133, 0.124, -0.002, -0.523, -0.041, 0.121, 0.056, 0.103, 0.100, 0.062, -0.051], "relative_energy_ev": 0.000, "orbital_gap_ev": 7.053, "total_charge": -1, "max_force_ev_per_a": 1.56}

Record 2
{"formula": "C28H41FO8S", "method": "ωB97M-V with the def2-TZVPD basis set", "symbols": ["O", "C", "H", "S", "O", "H", "H", "C", "C", "C", "H", "C", "H", "H", "C", "H", "H", "C", "C", "H", "C", "C", "H", "C", "H", "C", "O", "H", "F", "H", "H", "H", "H", "H", "O", "O", "H", "O", "C", "C", "H", "H", "H", "C", "H", "H", "O", "H", "C", "H", "H", "H", "H", "H", "C", "H", "C", "C", "C", "C", "O", "H", "H", "C", "H", "C", "H", "H", "C", "C", "H", "C", "H", "H", "C", "H", "H", "H", "C"], "xyz": [[-0.386, 0.962, -2.522], [-2.442, 5.495, -3.135], [-3.169, 4.829, -1.257], [5.814, -1.973, -5.260], [-2.804, 5.574, -4.426], [-0.856, -0.088, 4.736], [-2.130, -2.809, -1.146], [2.477, -2.583, 0.520], [1.286, -2.592, -1.658], [-0.543, 2.814, -1.060], [3.633, -1.512, -3.225], [-1.737, 0.853, 6.419], [4.260, -4.074, -1.496], [0.058, -0.280, 6.246], [2.565, -2.718, -0.931], [4.719, -2.380, -1.136], [3.328, -3.250, -3.803], [3.920, -3.006, -1.624], [-1.357, -2.261, -1.759], [-5.950, 6.522, -5.204], [-4.950, 6.663, -4.792], [2.209, 2.139, -0.429], [1.310, -2.719, -2.766], [5.492, -2.613, -3.569], [-0.441, -2.533, -3.722], [1.171, -2.263, 2.750], [-1.603, 1.986, 6.037], [-3.132, -1.367, 7.020], [-1.781, -4.997, -4.343], [-5.047, 6.991, -3.755], [-1.875, -4.842, -2.263], [1.960, 0.883, 1.304], [-1.143, 3.307, -1.822], [-3.664, 6.479, -1.696], [4.807, -2.257, 1.214], [0.453, -1.515, 3.365], [-4.053, 5.107, -5.952], [-1.275, 5.515, -2.836], [1.861, 1.936, 1.032], [-1.348, -2.914, -3.188], [-3.851, -0.624, 8.431], [-1.194, 2.446, -0.266], [1.971, -3.716, 4.398], [0.165, 1.645, -1.694], [-1.708, -1.194, -1.800], [-2.174, -2.308, 9.151], [-2.551, 0.588, 7.459], [6.029, -1.986, -2.807], [-0.938, -0.269, 5.805], [-4.619, 4.542, -4.397], [4.150, -4.096, 3.311], [-0.184, -4.822, -2.999], [2.519, 2.529, 1.670], [-0.902, -1.429, 8.289], [-4.142, 5.385, -4.901], [0.127, 3.572, -0.660], [2.215, -3.200, 3.445], [-1.246, -4.497, -3.128], [0.015, -2.363, -1.003], [-1.863, -1.325, 8.795], [1.396, 1.315, -1.274], [-4.460, 5.056, -2.408], [-2.290, -2.663, -3.747], [-2.915, -0.730, 7.880], [3.239, 1.823, -0.599], [1.179, -2.350, 1.188], [0.829, 2.221, 1.244], [5.881, -3.658, -3.442], [3.715, -2.699, 1.469], [-0.064, -2.231, 0.468], [-1.698, -0.674, 9.656], [-3.511, 5.467, -2.071], [-1.037, -2.065, 0.970], [-1.396, -1.249, 5.916], [3.953, -2.590, -3.158], [-4.456, 7.471, -5.334], [4.621, -1.607, -5.825], [2.152, 3.186, -0.734], [3.408, -3.407, 2.834]], "lowdin_charge": [0.088, -0.528, 0.084, 0.644, 0.004, 0.069, 0.114, -0.027, 0.036, 0.017, 0.121, -0.525, 0.136, 0.101, -0.100, 0.105, 0.109, -0.155, -0.159, 0.082, -0.067, -0.225, 0.099, -0.582, 0.101, -0.306, 0.103, 0.113, -0.091, 0.067, 0.119, 0.072, 0.063, 0.099, 0.096, 0.089, 0.124, 0.094, -0.056, -0.171, 0.121, 0.100, 0.118, -0.518, 0.111, 0.080, -0.005, 0.074, -0.002, 0.115, 0.123, 0.113, 0.084, 0.066, -0.231, 0.077, 0.013, -0.179, -0.149, -0.069, -0.005, 0.070, 0.123, -0.237, 0.122, -0.071, 0.071, 0.077, -0.306, 0.045, 0.084, 0.014, 0.124, 0.069, -0.259, 0.085, -0.143, 0.117, 0.016], "orbital_gap_ev": 8.170, "smiles": "O=C1C=CC(=O)c2c(CCCS)cc(CCCF)cc21.CCOC(C)=O.CCOC(C)=O.CCOC(C)=O", "max_force_ev_per_a": 3.12}

Record 3
{"formula": "C28H41Ge2N2OSTi", "method": "ωB97M-V with the def2-TZVPD basis set", "symbols": ["H", "C", "H", "H", "H", "H", "C", "C", "H", "H", "C", "C", "C", "H", "N", "Ge", "H", "C", "H", "H", "H", "C", "H", "H", "H", "C", "C", "H", "H", "H", "H", "H", "H", "C", "H", "C", "C", "O", "H", "C", "C", "H", "H", "C", "C", "H", "C", "H", "C", "H", "H", "H", "H", "H", "H", "C", "C", "H", "C", "N", "H", "C", "H", "H", "Ge", "C", "C", "C", "C", "H", "C", "S", "Ti", "H", "H", "H"], "xyz": [[-2.469, 3.366, -3.244], [-2.808, -5.692, -2.027], [-4.259, 0.927, -3.876], [-4.518, 2.134, -0.582], [2.714, -0.389, 10.158], [2.036, -0.591, -3.651], [1.535, 1.552, 3.452], [-1.129, -3.980, -2.162], [1.997, -1.977, 9.746], [2.769, 3.305, -3.357], [0.840, 1.101, 5.714], [-2.081, -2.977, -2.010], [-2.556, -0.526, -2.011], [0.829, -1.117, 0.397], [2.673, 1.783, -1.919], [0.161, -0.887, -2.023], [0.231, -2.909, -4.560], [2.142, 1.304, 6.156], [-2.046, 2.061, -4.339], [0.067, 0.843, 6.424], [3.036, 1.147, -2.621], [2.965, 3.197, -2.291], [-1.690, 1.682, 0.563], [2.331, -3.131, 0.371], [3.660, -1.587, 9.270], [2.657, -1.181, 9.412], [0.947, 1.682, 0.863], [3.607, 2.058, 3.195], [1.760, -3.124, -3.713], [1.736, -2.394, -5.311], [-3.965, 0.656, 0.196], [-4.813, -4.982, -1.739], [0.481, -0.411, -4.442], [1.624, -2.955, -0.443], [-4.719, 2.248, -2.809], [1.223, 1.615, 2.051], [-3.774, -4.705, -1.864], [1.630, -1.337, 7.259], [0.315, 3.996, -2.576], [-2.353, 2.072, -0.211], [-3.809, 1.734, 0.141], [3.163, 1.552, -1.054], [-3.627, -0.718, -2.062], [2.080, 4.132, -1.493], [2.181, -0.665, 8.080], [-4.484, 2.545, -4.524], [1.047, -1.048, -3.758], [2.242, 5.161, -1.811], [-4.103, 1.986, -3.669], [-0.086, -3.717, -2.276], [-4.187, -2.624, -1.714], [-0.718, -6.080, -2.297], [-4.065, 2.155, 1.115], [4.012, 3.443, -2.121], [0.073, 4.200, -0.981], [-2.617, 2.300, -3.439], [-1.686, -1.534, -2.006], [2.078, -3.340, -1.358], [-3.415, -3.369, -1.854], [0.659, 3.720, -1.660], [4.146, 1.826, 5.600], [-1.482, -5.324, -2.174], [-0.474, 1.051, 4.021], [2.314, 4.064, -0.431], [-1.872, 1.280, -1.959], [2.835, 1.787, 3.903], [1.308, -1.456, -0.521], [0.538, 1.217, 4.368], [1.199, -2.450, -4.362], [2.240, -0.885, -0.597], [3.137, 1.659, 5.248], [2.551, 1.096, 7.861], [0.584, 1.556, -1.151], [0.732, -3.544, -0.238], [-2.191, 3.152, -0.239], [-3.091, -6.737, -2.034]], "lowdin_charge": [0.055, -0.076, 0.065, 0.057, 0.070, 0.039, -0.254, -0.070, 0.090, 0.126, -0.077, -0.223, -0.257, 0.052, -0.036, 0.887, 0.069, -0.534, 0.056, 0.116, 0.091, -0.203, 0.033, 0.079, 0.093, -0.071, -0.123, 0.114, 0.058, 0.074, 0.068, 0.108, 0.060, -0.148, 0.056, -0.102, -0.069, 0.047, 0.108, -0.363, -0.150, 0.101, 0.059, -0.216, -0.725, 0.074, -0.363, 0.127, -0.159, 0.063, 0.102, 0.109, 0.077, 0.127, 0.103, -0.373, -0.336, 0.061, -0.033, -0.045, 0.107, -0.065, 0.120, 0.119, 0.822, -0.029, -0.358, -0.015, -0.156, 0.048, -0.083, 1.017, 0.574, 0.064, 0.059, 0.108], "orbital_gap_ev": [7.618, 6.925], "total_charge": 1, "max_force_ev_per_a": 1.00, "multiplicity": 3}